[1]
The following is a quantum chemistry calculation of a structure of composition C8H18ClF6NNiO11S2, from the OMol25 dataset.

```
! wB97M-V def2-TZVPD RIJCOSX def2/J DEFGRID3
* xyz 0 3
Ni -0.8107 0.0186 -0.1576
Cl -3.9355 0.5100 -0.6255
O -4.5413 -0.3510 -1.6125
O -2.6665 1.0567 -1.1500
O -4.7579 1.5850 -0.0903
O -3.4752 -0.3556 0.3778
C 3.0554 1.1343 0.8123
F 2.5852 0.6558 1.9670
F 2.7421 2.4350 0.6514
F 4.3720 1.0444 0.8233
S 2.3541 0.1184 -0.7122
O 3.3719 0.1123 -1.7610
O 2.0697 -1.1793 -0.1175
N 0.7523 0.8212 -0.9856
S 1.0780 2.0330 -1.9687
O 0.0112 3.0262 -1.8021
O 2.4378 2.5895 -2.0038
C 0.8101 1.2344 -3.7337
F 1.2875 2.0316 -4.6983
F 1.4116 0.0533 -3.7982
F -0.5068 1.0476 -3.9289
C -0.1171 2.9275 2.9802
C -0.6122 2.7503 1.5183
O -1.0040 1.3733 1.3926
H -0.9250 2.9716 3.7105
H 0.5735 3.7675 3.0553
H 0.4797 2.0800 3.3175
H 0.2457 2.8847 0.8595
H -1.4013 3.4493 1.2414
H -1.5572 1.1194 2.1349
C -0.0993 -3.3306 -1.9218
C -0.8225 -2.1386 -2.3923
O -1.4373 -1.6978 -1.2412
H 0.6740 -3.0452 -1.2086
H 0.2721 -3.8115 -2.8267
H -0.6737 -4.0846 -1.3836
H -1.5827 -2.4448 -3.1110
H -0.1934 -1.3289 -2.7622
H -2.2758 -2.1628 -1.1936
C 1.0034 -2.6151 2.7220
C -0.0405 -1.5100 2.6053
O -0.5648 -1.5076 1.2893
H 0.5938 -3.6209 2.6286
H 1.4999 -2.6248 3.6923
H 1.8210 -2.6049 2.0013
H 0.4560 -0.5557 2.7809
H -0.8514 -1.5607 3.3319
H -1.1058 -2.3006 1.2932
*
```

The HOMO energy (spin up / spin down) comes out at -10.4 / -10.4 eV. For the strongest force on any atom, the calculation gives 0.1128 Eh/bohr. For the energy, the calculation gives -124131.17836 eV. The gap between HOMO and LUMO (spin up / spin down) comes out at 10.4 / 8.8 eV.

***

[2]
The following is a quantum chemistry calculation of a cluster of 2 separate species, C2H8IN2 in total, from the OMol25 dataset.

```
! wB97M-V def2-TZVPD RIJCOSX def2/J DEFGRID3
* xyz 1 3
C -1.9184 -0.6289 1.2901
C -0.8196 -0.6283 0.3160
N 2.2642 0.7485 -1.3749
N -0.5160 0.3494 -0.4330
I 2.8564 0.0081 0.5984
H -2.3862 -1.5187 0.9192
H -2.2720 0.4259 1.2591
H -1.5205 -0.9057 2.3265
H -0.0498 -1.4583 0.2184
H 2.3753 1.6845 -1.4283
H 2.8949 0.4089 -2.0025
H -1.1631 1.1309 -0.5027
H 0.2548 0.3837 -1.1861
*
```

The HOMO energy (spin up / spin down) comes out at -10.8 / -13.6 eV. For the strongest force on any atom, the calculation gives 0.0828 Eh/bohr. For the energy, the calculation gives -13273.84456 eV. As for the energy relative to the best compared isomer or geometry (same formula, charge and spin): 24.91 kcal/mol. The gap between HOMO and LUMO (spin up / spin down) comes out at 6.3 / 6.8 eV.